The following is a quantum chemistry calculation of the ion C3H6N2O3P with charge -1 at a distorted geometry, from the OMol25 dataset.

ORCA input file:
```
! wB97M-V def2-TZVPD RIJCOSX def2/J DEFGRID3
* xyz -1 1
C 0.161 -0.618 -1.062
C 1.172 0.910 0.361
C 0.736 -0.326 1.140
N 0.791 -1.284 0.069
N 0.766 0.676 -0.984
O -1.176 -0.661 -0.967
O -3.146 -0.717 0.732
O -2.169 1.592 0.050
P -2.008 0.151 0.330
H 0.281 -1.106 -1.983
H 0.748 1.888 0.973
H 2.283 1.052 0.413
H 1.102 -0.733 2.113
H 0.343 -2.096 0.397
H 0.116 1.272 -1.583
*
```

The calculation puts the largest force on an atom at 4.996 eV/A. For the HOMO energy (alpha / beta), the calculation gives -2.54 / -2.97 eV. The total energy is -21620.314 eV.

***

The following is a quantum chemistry calculation of the ion C5H7N2 with charge +1 at a distorted geometry, from the OMol25 dataset.

ORCA input file:
```
! wB97M-V def2-TZVPD RIJCOSX def2/J DEFGRID3
* xyz 1 1
C 0.008 0.251 1.070
C -0.624 1.118 0.148
C 0.011 0.216 2.403
C 0.619 -0.632 0.020
C 0.176 0.422 -0.987
N 0.144 0.316 3.564
N -0.650 -0.034 -2.150
H 1.901 -0.870 0.106
H 0.150 -1.608 -0.080
H 0.991 1.047 -1.356
H -0.159 0.177 4.504
H -1.013 0.791 -2.647
H -1.454 -0.572 -1.800
H -0.101 -0.621 -2.793
*
```

The calculation puts the largest force on an atom at 4.750 eV/A. For the HOMO energy, the calculation gives -12.04 eV. The total energy is -8266.610 eV.

***

The following is a quantum chemistry calculation of a cluster of 2 separate species, C4H13NOS in total at a distorted geometry, from the OMol25 dataset.

ORCA input file:
```
! wB97M-V def2-TZVPD RIJCOSX def2/J DEFGRID3
* xyz -1 2
C -0.576 0.454 1.292
C -0.427 1.274 0.030
C -1.068 0.660 -1.253
S -2.274 -0.731 -1.046
C 0.136 -0.889 1.352
N 1.604 -0.813 1.162
H -1.659 0.245 1.365
H -0.469 0.961 2.258
H 0.617 1.587 -0.087
H -0.960 2.221 0.118
H -0.265 0.476 -1.959
H -1.716 1.431 -1.666
H -2.446 -0.905 -2.424
H -0.264 -1.500 0.537
H -0.107 -1.439 2.265
H 1.937 -1.767 1.061
H 2.026 -0.439 2.000
H 2.202 0.358 -2.020
H 1.700 -0.599 -1.025
O 2.011 -0.585 -1.959
*
```

The calculation puts the largest force on an atom at 1.745 eV/A. The expectation value of S² is 0.751. For the HOMO energy (alpha / beta), the calculation gives 0.99 / -5.13 eV. The total energy is -18730.152 eV.

***

The following is a quantum chemistry calculation of a cluster of 12 separate species, C6H37NO11S in total at a distorted geometry, from the OMol25 dataset.

ORCA input file:
```
! wB97M-V def2-TZVPD RIJCOSX def2/J DEFGRID3
* xyz 1 2
C -0.675 2.399 0.628
C -0.660 2.562 2.170
C -0.766 1.034 2.656
S -2.292 0.183 2.969
C 0.632 1.650 0.011
N 0.308 1.273 -1.379
C 0.432 2.376 -2.287
C 1.242 0.055 -1.777
H -1.739 1.856 0.403
H -0.739 3.408 0.077
H -1.483 3.216 2.527
H 0.363 2.881 2.460
H -0.104 0.284 2.191
H -0.173 1.095 3.521
H -3.030 1.141 3.548
H 1.541 2.198 0.116
H 0.663 0.685 0.629
H 0.049 3.204 -1.813
H -0.060 2.155 -3.293
H 1.443 2.784 -2.457
H 2.300 0.333 -1.966
H 1.273 -0.717 -0.912
H 0.717 -0.347 -2.621
H 2.775 -0.040 1.746
H 2.701 0.661 3.019
O 2.414 0.812 2.128
H -1.201 -2.758 -3.353
H -0.973 -1.233 -3.059
O -0.553 -2.049 -3.402
H -4.122 -1.960 1.050
H -4.271 -0.903 1.945
O -4.374 -1.022 1.020
H 0.824 -3.164 1.551
H -0.616 -3.635 1.074
O 0.416 -3.921 1.282
H -1.465 -3.109 -1.378
H -1.815 -1.899 -0.560
O -1.644 -2.890 -0.480
H 0.503 -2.783 -1.581
H 0.743 -3.532 -0.327
O 1.127 -2.868 -0.960
H 3.400 -2.447 2.390
H 4.284 -2.064 1.117
O 3.479 -1.842 1.721
H -1.854 1.007 -1.833
H -3.131 2.018 -2.165
O -2.793 1.222 -1.807
H 2.546 -2.290 -1.138
H 3.683 -1.137 -1.178
O 3.568 -2.117 -1.255
H 2.555 3.227 1.718
H 2.469 3.966 0.399
O 2.343 4.120 1.417
H -3.795 -1.180 -0.765
H -3.193 -0.557 -2.132
O -3.271 -1.338 -1.601
*
```

The calculation puts the largest force on an atom at 6.550 eV/A. The expectation value of S² is 0.754. For the HOMO energy (alpha / beta), the calculation gives -12.17 / -12.05 eV. The total energy is -41657.895 eV.

***

Question: largest force on an atom of number 2 (C5H7N2)?
Answer: 4.750 eV/A

***

Question: Among the records above, which one has the highest largest force on an atom?
Answer: C6H37NO11S